52
Properties=species:S:1:pos:R:3 method="wB97M-V/def2-TZVPD" e_lumo_ev="4.2511 / 4.2586" e_tot_ha=-3785.121020 gap_ev="5.1 / 5.2" de_lowest_ev=1.0748 spin_multiplicity=2 total_charge=-2
Ti -0.880 -1.210 1.634
F 1.387 1.454 1.323
C 1.945 0.246 1.491
C 1.133 -0.874 1.673
C 1.855 -2.051 1.817
F 1.126 -3.188 2.000
C 3.227 -2.161 1.780
F 3.858 -3.346 1.890
C 3.976 -1.011 1.607
F 5.319 -1.075 1.580
C 3.325 0.200 1.461
F 4.061 1.313 1.282
F -3.521 -3.716 2.767
B -2.995 -3.369 1.544
F -3.064 -1.946 1.352
F -3.643 -4.014 0.497
F -1.588 -3.623 1.481
Te -1.984 1.171 1.818
F -1.188 -2.060 3.424
P -0.840 -1.518 5.004
F -0.496 -0.976 6.479
F -2.196 -2.186 5.521
F -1.633 -0.169 4.687
F -0.033 -2.881 5.269
F 0.515 -0.850 4.416
C -1.683 3.897 -3.898
C -0.252 3.367 -3.871
N -0.100 2.275 -2.920
C 0.673 2.584 -1.718
C -0.051 3.535 -0.775
C -0.258 1.004 -3.426
O -0.435 0.829 -4.629
C -0.246 -0.144 -2.501
C 0.154 -1.387 -3.014
C 0.175 -2.474 -2.169
C -0.199 -2.329 -0.846
N -0.647 -1.152 -0.344
C -0.678 -0.106 -1.180
H -1.778 4.718 -4.613
H -1.993 4.247 -2.914
H -2.351 3.091 -4.203
H 0.453 4.161 -3.612
H 0.000 2.986 -4.860
H 1.628 3.034 -2.022
H 0.906 1.662 -1.196
H -0.171 4.524 -1.227
H 0.516 3.645 0.148
H -1.033 3.142 -0.510
H 0.448 -1.456 -4.053
H 0.490 -3.448 -2.520
H -0.137 -3.168 -0.165
H -1.097 0.803 -0.758


13
Properties=species:S:1:pos:R:3 method="wB97M-V/def2-TZVPD" e_lumo_ev="0.5468 / 0.5535" e_tot_ha=-700.636172 gap_ev="7.8 / 7.3" de_lowest_ev=6.8853 spin_multiplicity=1
C 0.044 -0.505 -0.332
C -1.320 -0.123 0.364
C 0.152 1.914 -0.237
N 2.093 0.512 0.134
N 0.812 0.735 -0.098
O 3.220 1.181 0.307
S -1.542 1.742 0.034
H 0.641 -1.242 0.105
H 0.062 -0.652 -1.335
H -2.274 -0.517 -0.053
H -1.352 0.012 1.476
H 0.507 2.834 0.228
H 2.365 -0.533 0.151


22
Properties=species:S:1:pos:R:3 method="wB97M-V/def2-TZVPD" e_lumo_ev=-4.0284 e_tot_ha=-560.101268 gap_ev=9.6 de_lowest_ev=2.0179 spin_multiplicity=1 total_charge=+1
C -0.791 2.299 -2.385
C 0.935 -2.580 2.352
C 0.064 2.357 -0.988
C -0.466 0.987 0.890
N -0.400 -1.497 -0.020
N -0.756 1.870 0.056
Si 1.014 -2.409 0.464
H -0.891 1.259 -2.772
H -1.650 2.857 -2.138
H 0.011 2.904 -2.887
H 1.831 -3.164 2.497
H 0.986 -1.529 2.649
H -0.045 -3.114 2.567
H 0.090 3.394 -0.887
H 0.957 1.753 -1.185
H 0.483 0.429 0.858
H -1.120 0.715 1.740
H -1.193 -1.955 0.553
H -1.775 2.173 -0.036
H -0.778 -1.622 -1.058
H 1.270 -3.662 -0.376
H 2.224 -1.466 0.104


17
Properties=species:S:1:pos:R:3 method="wB97M-V/def2-TZVPD" e_lumo_ev=-0.7905 e_tot_ha=-612.392997 smiles="O=[N+]([O-])[C@@]1(F)C=CC=C[C@@H]1O" gap_ev=9.0 de_lowest_ev=1.4470 spin_multiplicity=1
C 1.855 0.473 0.584
C 1.194 1.399 -0.329
C 1.336 -0.722 0.802
C -0.052 1.193 -0.758
C -0.005 -1.113 0.232
C -0.780 0.053 -0.330
N -1.994 0.550 0.533
O -1.986 0.260 1.698
O -2.792 1.171 -0.099
O 0.306 -2.144 -0.729
F -1.726 -0.468 -1.515
H 2.878 0.824 0.993
H 1.786 2.229 -0.707
H 1.703 -1.454 1.514
H -0.463 1.753 -1.546
H -0.712 -1.541 0.874
H -0.549 -2.464 -1.217


29
Properties=species:S:1:pos:R:3 method="wB97M-V/def2-TZVPD" e_lumo_ev=2.9025 e_tot_ha=-976.766902 gap_ev=7.1 de_lowest_ev=1.7073 spin_multiplicity=1 total_charge=-1
C 2.721 0.526 -1.496
C 1.567 1.425 -1.542
C 3.249 0.267 -0.328
C 1.019 1.470 -0.096
C -1.217 2.221 -0.653
C -0.420 1.844 1.799
C -2.346 -0.854 -0.659
C -1.325 -0.902 1.555
C 0.086 -1.970 -0.254
C -0.198 1.710 0.340
C -1.177 -1.138 0.206
O -1.384 1.570 -1.717
O -1.818 3.272 -0.399
S 2.430 1.044 1.036
H 3.336 0.131 -2.251
H 2.030 2.453 -1.861
H 4.146 -0.167 0.067
H 0.196 2.589 2.136
H -0.179 0.902 2.442
H -1.490 2.076 2.000
H -2.073 0.040 -1.171
H -2.463 -1.635 -1.355
H -3.277 -0.688 -0.024
H -0.534 -1.049 2.216
H -2.263 -0.490 1.964
H 0.817 1.098 -2.272
H 0.916 -1.678 0.558
H -0.192 -3.067 -0.151
H 0.581 -1.545 -1.176


86
Properties=species:S:1:pos:R:3 method="wB97M-V/def2-TZVPD" e_lumo_ev="-12.2329 / -14.0560" e_tot_ha=-2154.822288 gap_ev="5.9 / 4.1" spin_multiplicity=4 total_charge=+4
Tc 0.070 -0.542 -0.277
C 0.161 -3.488 -1.263
C -0.863 -3.197 -2.360
C -0.742 -1.877 -3.078
C -1.124 -1.863 -4.422
C -1.007 -0.714 -5.178
C -0.489 0.418 -4.562
C -0.165 0.346 -3.225
N -0.292 -0.764 -2.473
N -0.066 -2.740 -0.013
C 0.955 -3.088 0.997
C 0.764 -2.157 2.168
C 0.983 -2.557 3.477
C 0.661 -1.692 4.514
C 0.094 -0.468 4.193
C -0.087 -0.133 2.863
N 0.265 -0.945 1.862
C -1.398 -3.087 0.547
C -2.462 -2.113 0.127
C -3.813 -2.433 0.212
C -4.757 -1.520 -0.226
C -4.310 -0.317 -0.762
C -2.953 -0.067 -0.798
N -2.041 -0.927 -0.329
H 1.163 -3.250 -1.628
H 0.136 -4.563 -1.050
H -1.883 -3.298 -1.979
H -0.753 -3.982 -3.113
H -1.507 -2.762 -4.878
H -1.281 -0.702 -6.220
H -0.329 1.333 -5.107
H 0.240 1.221 -2.744
H 1.955 -2.974 0.564
H 0.858 -4.132 1.322
H 1.383 -3.537 3.687
H 0.820 -1.979 5.542
H -0.209 0.222 4.963
H -0.514 0.821 2.590
H -1.352 -3.085 1.640
H -1.689 -4.105 0.263
H -4.119 -3.390 0.605
H -5.810 -1.749 -0.179
H -5.004 0.408 -1.153
H -2.570 0.844 -1.235
C 4.660 -2.878 -2.777
C 4.926 -2.777 -1.414
C 4.138 -1.981 -0.610
C 3.031 -1.297 -1.150
C 2.784 -1.387 -2.526
C 3.611 -2.149 -3.328
N 2.259 -0.457 -0.326
N 2.979 0.139 0.515
C 2.858 1.076 1.455
C 4.061 1.463 2.094
C 4.025 2.447 3.064
C 2.813 3.038 3.388
C 1.678 2.608 2.694
N 1.696 1.668 1.783
H 5.279 -3.497 -3.410
H 5.758 -3.315 -0.987
H 4.338 -1.886 0.449
H 2.014 -0.780 -2.972
H 3.461 -2.155 -4.397
H 4.987 0.993 1.802
H 4.934 2.755 3.565
H 2.726 3.799 4.146
H 0.712 3.053 2.896
O -5.557 4.773 1.687
C -4.334 5.339 1.958
N -3.375 4.775 1.043
C -2.268 4.134 1.472
O -1.972 3.980 2.635
C -1.302 3.585 0.443
C -0.432 4.411 -0.264
C 0.634 3.819 -0.927
C 0.780 2.443 -0.890
N -0.089 1.631 -0.268
C -1.092 2.211 0.399
H -6.294 5.223 2.130
H -3.981 5.145 2.991
H -4.348 6.443 1.838
H -3.676 4.748 0.077
H -0.558 5.484 -0.273
H 1.356 4.421 -1.457
H 1.637 1.980 -1.363
H -1.771 1.555 0.927


32
Properties=species:S:1:pos:R:3 method="wB97M-V/def2-TZVPD" e_lumo_ev="0.5388 / -0.2519" e_tot_ha=-553.290005 gap_ev="7.2 / 6.9" spin_multiplicity=3
C 3.331 0.129 0.417
C 3.228 -0.392 -0.915
C 2.341 -1.518 -0.885
C 1.911 -1.703 0.475
C 2.573 -0.725 1.281
Mo 1.078 0.419 -0.245
N 0.922 1.574 1.035
C 0.622 2.113 -1.610
C 1.260 1.136 -2.413
H 2.115 -2.171 -1.725
H 3.820 -0.069 -1.770
H 1.264 -2.500 0.826
H 2.525 -0.648 2.363
H 3.959 0.964 0.716
H 2.290 1.336 -2.735
H 1.182 3.003 -1.306
H 0.685 2.246 1.761
H 0.681 0.535 -3.125
H -0.472 2.209 -1.611
C -2.868 0.447 1.835
C -2.567 -0.678 0.840
C -3.686 -0.779 -0.205
C -1.183 -0.694 0.268
H -2.771 1.423 1.347
H -2.194 0.393 2.695
H -3.897 0.363 2.212
H -2.610 -1.633 1.395
H -3.715 0.099 -0.859
H -3.578 -1.689 -0.807
H -4.658 -0.847 0.298
H -0.451 -0.961 1.062
H -1.138 -1.382 -0.616


15
Properties=species:S:1:pos:R:3 method="wB97M-V/def2-TZVPD" e_lumo_ev=1.1227 e_tot_ha=-250.554156 smiles="C1=NC1.C=CC" gap_ev=10.7 de_lowest_ev=3.0691 spin_multiplicity=1
C -0.847 1.203 0.840
C -2.287 -0.355 -0.488
C -1.344 -0.152 0.426
N 1.348 -1.364 -0.797
C 2.502 -0.750 -0.023
C 1.652 -0.174 -1.041
H -1.304 1.992 0.233
H -1.085 1.403 1.892
H -2.630 -1.354 -0.741
H -2.756 0.475 -1.016
H -0.891 -1.010 0.923
H 2.324 -0.539 1.031
H 3.501 -1.110 -0.267
H 1.337 0.641 -1.681
H 0.244 1.283 0.741


13
Properties=species:S:1:pos:R:3 method="wB97M-V/def2-TZVPD" e_lumo_ev=0.2263 e_tot_ha=-627.241781 smiles="CN=C=O.C=C=P" gap_ev=9.0 de_lowest_ev=2.4073 spin_multiplicity=1
C -1.612 0.461 0.437
C -0.157 -2.075 0.365
C -1.150 0.984 1.514
C 1.541 -0.663 -0.899
N 0.618 -1.273 -0.017
O -0.996 -2.780 0.854
P -2.007 -0.193 -1.054
H -1.375 1.981 1.584
H -0.596 0.453 2.237
H 1.400 -0.580 -1.946
H 1.666 0.305 -0.428
H 2.546 -1.166 -0.640
H -3.349 0.000 -0.820


11
Properties=species:S:1:pos:R:3 method="wB97M-V/def2-TZVPD" e_lumo_ev=1.1468 e_tot_ha=-231.156362 smiles="C=COC=C" gap_ev=9.8 de_lowest_ev=1.8329 spin_multiplicity=1
C -2.023 -0.229 0.246
C -1.185 0.807 -0.098
C 1.020 -0.072 -0.169
C 2.324 0.184 0.195
O 0.128 0.982 -0.104
H -3.068 -0.063 0.184
H -1.690 1.876 -0.327
H 0.681 -1.070 -0.451
H 3.176 -0.462 0.223
H 2.392 1.195 0.376
H -1.867 -1.279 0.479


16
Properties=species:S:1:pos:R:3 method="wB97M-V/def2-TZVPD" e_lumo_ev="-0.0380 / -0.1382" e_tot_ha=-234.430967 gap_ev="8.5 / 7.3" de_lowest_ev=4.6680 spin_multiplicity=1
C -0.045 -1.382 -0.250
C -0.782 -0.723 0.933
C -1.010 0.718 0.611
C 0.037 1.416 0.041
C 1.169 0.841 -0.422
C 1.265 -0.659 -0.582
H -0.707 -1.355 -1.124
H 0.153 -2.436 -0.033
H -0.155 -0.774 1.836
H -1.715 -1.245 1.169
H -1.929 1.241 0.859
H -1.593 2.395 -0.673
H -0.408 2.472 -0.258
H 2.054 1.434 -0.628
H 2.057 -0.998 0.106
H 1.609 -0.945 -1.585


51
Properties=species:S:1:pos:R:3 method="wB97M-V/def2-TZVPD" e_lumo_ev="4.2274 / 4.2212" e_tot_ha=-14496.554824 gap_ev="5.3 / 5.4" de_lowest_ev=0.0000 spin_multiplicity=2 total_charge=-2
Pd 1.418 0.765 0.093
Br 5.282 6.775 0.163
C 4.768 4.947 0.170
C 5.719 3.953 0.208
Br 7.572 4.368 0.226
C 5.298 2.608 0.240
Br 6.554 1.176 0.268
C 3.961 2.226 0.247
O 3.582 0.992 0.290
C 2.943 3.280 0.188
O 1.703 2.962 0.165
C 3.403 4.603 0.155
Br 2.047 5.930 0.067
C -1.960 2.424 -0.192
Ge -1.000 0.691 -0.024
C -1.841 0.004 1.683
C -3.222 -0.143 1.827
C -3.792 -0.624 2.998
C -2.981 -0.977 4.069
C -1.606 -0.836 3.953
C -1.051 -0.350 2.775
C -2.057 -0.460 -1.313
C -2.878 0.128 -2.246
C -3.499 -0.607 -3.285
C -3.286 -1.948 -3.407
C -2.455 -2.616 -2.473
C -2.199 -4.006 -2.578
C -1.386 -4.639 -1.682
C -0.815 -3.912 -0.615
C -1.060 -2.575 -0.486
C -1.862 -1.874 -1.424
H -3.044 2.305 -0.098
H -1.731 2.916 -1.138
H -1.599 3.073 0.605
H -3.871 0.118 0.995
H -4.870 -0.727 3.075
H -3.419 -1.359 4.985
H -0.961 -1.106 4.783
H 0.028 -0.237 2.692
H -3.053 1.197 -2.206
H -4.136 -0.090 -3.995
H -3.734 -2.517 -4.215
H -2.661 -4.559 -3.389
H -1.178 -5.698 -1.787
H -0.171 -4.414 0.097
H -0.638 -2.025 0.345
Cl 4.679 -3.353 -0.403
C 4.030 -1.707 -0.127
Cl 2.277 -1.647 -0.320
H 4.476 -1.030 -0.843
H 4.274 -1.406 0.884


10
Properties=species:S:1:pos:R:3 method="wB97M-V/def2-TZVPD" e_lumo_ev=-3.1915 e_tot_ha=-452.917652 gap_ev=2.4 de_lowest_ev=3.5521 spin_multiplicity=1
C -1.958 0.620 0.154
C -1.817 -0.826 0.155
C -0.732 0.004 0.016
C 0.703 0.128 -0.147
I 5.428 -0.090 -0.048
H -2.594 1.463 0.174
H -2.280 -1.776 0.184
H 0.967 1.032 -0.690
H 1.119 -0.749 -0.640
H 1.162 0.194 0.842


16
Properties=species:S:1:pos:R:3 method="wB97M-V/def2-TZVPD" e_lumo_ev=1.1778 e_tot_ha=-159.566994 smiles=CC.CC gap_ev=12.5 de_lowest_ev=0.4892 spin_multiplicity=1
C 0.253 1.624 -2.335
C 0.228 1.291 -0.865
H -0.645 2.151 -2.682
H 0.915 2.461 -2.560
H 0.342 0.801 -3.037
H 0.022 0.275 -0.540
H -0.531 1.917 -0.373
H 1.158 1.574 -0.363
C 0.163 -2.093 1.227
C -0.613 -0.960 1.986
H 0.986 -2.425 1.856
H -0.546 -2.859 0.928
H 0.642 -1.670 0.340
H -1.087 -0.238 1.319
H 0.129 -0.415 2.552
H -1.416 -1.432 2.547


13
Properties=species:S:1:pos:R:3 method="wB97M-V/def2-TZVPD" e_lumo_ev="-0.4220 / 0.4507" e_tot_ha=-646.501009 smiles="C/C=S(/C)#[N+][O-]" gap_ev="7.2 / 8.2" de_lowest_ev=5.7408 spin_multiplicity=1
C -0.429 -1.870 -0.409
C 1.039 1.896 0.144
C 0.578 -0.821 -0.179
N -1.339 0.799 0.503
O -2.283 0.034 0.282
S -0.072 0.765 -0.729
H -1.423 -1.543 0.019
H -0.613 -2.040 -1.470
H -0.160 -2.803 0.081
H 2.030 1.793 -0.290
H 1.044 1.634 1.198
H 0.669 2.908 0.015
H 0.959 -0.751 0.835


87
Properties=species:S:1:pos:R:3 method="wB97M-V/def2-TZVPD" e_lumo_ev="-9.3192 / -9.4157" e_tot_ha=-5094.572672 gap_ev="6.4 / 6.4" spin_multiplicity=3 total_charge=+3
Mo 1.332 -0.276 0.414
Cl 8.365 -1.622 2.088
C 6.664 -1.491 1.920
C 5.846 -1.661 3.046
C 4.471 -1.544 2.957
C 3.908 -1.241 1.733
O 2.566 -1.084 1.637
C 4.701 -1.112 0.592
C 4.118 -0.950 -0.688
N 2.850 -0.783 -0.955
C 2.461 -0.766 -2.345
C 3.069 -1.454 -3.350
C 2.621 -1.285 -4.684
C 1.598 -0.431 -4.975
C 0.941 0.272 -3.932
C -0.113 1.189 -4.144
C -0.671 1.832 -3.077
C -0.230 1.517 -1.785
N 0.734 0.647 -1.541
C 1.361 0.061 -2.616
C 6.103 -1.235 0.696
H 6.309 -1.888 3.998
H 3.843 -1.680 3.826
H 4.789 -0.988 -1.543
H 3.887 -2.134 -3.147
H 3.110 -1.837 -5.475
H 1.276 -0.283 -5.998
H -0.467 1.378 -5.151
H -1.467 2.552 -3.200
H -0.707 1.967 -0.928
H 6.730 -1.133 -0.180
C -1.321 0.172 5.437
C -0.553 -0.962 4.748
C -0.119 -0.584 3.393
N 0.191 -0.267 2.336
H -1.662 -0.185 6.406
H -2.195 0.465 4.857
H -0.686 1.041 5.595
H -1.164 -1.861 4.639
H 0.342 -1.246 5.304
C -2.268 -5.058 2.184
C -1.220 -5.058 1.271
C -0.851 -3.878 0.642
C -1.540 -2.704 0.932
C -2.583 -2.693 1.849
C -2.945 -3.880 2.475
As -1.079 -1.110 -0.033
C -2.488 0.143 0.297
C -2.760 0.904 1.427
C -3.905 1.692 1.448
C -4.756 1.705 0.346
C -4.474 0.944 -0.779
C -3.331 0.151 -0.818
C -2.907 -0.687 -1.972
C -3.601 -0.841 -3.165
C -3.073 -1.645 -4.169
C -1.855 -2.297 -4.000
C -1.154 -2.159 -2.807
C -1.696 -1.360 -1.817
H -2.564 -5.981 2.664
H -0.697 -5.977 1.045
H -0.038 -3.895 -0.076
H -3.133 -1.784 2.063
H -3.768 -3.887 3.179
H -2.120 0.866 2.299
H -4.147 2.276 2.327
H -5.655 2.307 0.369
H -5.154 0.966 -1.621
H -4.553 -0.349 -3.322
H -3.623 -1.772 -5.092
H -1.461 -2.923 -4.789
H -0.211 -2.677 -2.671
S 1.934 1.992 1.085
C 0.951 3.373 0.660
N -0.371 3.356 0.656
C -1.193 4.564 0.458
C -0.436 5.522 -0.441
C 0.931 5.790 0.157
N 1.599 4.495 0.410
H -0.826 2.499 0.933
H -1.389 5.016 1.431
H -2.144 4.253 0.029
H -0.988 6.453 -0.546
H -0.322 5.086 -1.436
H 0.861 6.343 1.094
H 1.565 6.353 -0.523
H 2.608 4.456 0.441


Across the entries above, max |F| takes the values 0.080, 0.103, 0.083, 0.085, 0.073, 0.045, 0.063, 0.010, 0.083, 0.082, 0.039, 0.013, 0.099, 0.031, 0.038, 0.021 hartree/bohr, respectively.